Density functional theory data (wB97M-V/def2-TZVPD) for a 2-piece molecular cluster, C2H5BrNP overall at a distorted geometry.

XYZ file:
```
10
Properties=species:S:1:pos:R:3:forces:R:3
C 0.68926 -1.31709 0.25505 0.9 -1.5 -2.5
C 0.12341 -0.18373 -0.50384 0.1 4.4 -2.3
N 0.39738 1.12151 -0.33754 -2.0 -5.1 0.9
P 0.17412 2.59917 0.17064 1.6 3.2 0.2
Br -2.56934 0.09811 0.03390 0.3 -0.1 0.0
H 1.79903 -1.38903 -0.08262 -1.8 -0.1 0.5
H 0.68701 -1.18984 1.30053 -0.2 0.2 1.2
H 0.12955 -2.25460 -0.08137 1.0 1.1 0.7
H -0.34594 -0.24321 -1.54359 0.5 -1.2 1.4
H -1.08449 2.75869 0.78884 -0.4 -0.9 -0.1
```
Forces are in eV/Å.

- LUMO energy (alpha / beta) (eV) = -0.282 / -3.579
- E_HOMO (alpha / beta) (eV) = -6.6 / -9.1
- ⟨S²⟩ = 2.05
- spin multiplicity = 3
- HOMO-LUMO gap (alpha / beta) (eV) = 6.4 / 5.5
- energy above the lowest of the compared OMol25 structures with the same formula, charge and spin (kcal per mole) = 12.4
- DFT total energy (eV) = -82972.070



Density functional theory data (wB97M-V/def2-TZVPD) for one molecule with the formula C2H5BrS at a distorted geometry.

XYZ file:
```
9
Properties=species:S:1:pos:R:3:forces:R:3
C -0.74412 -0.75022 -0.18260 -1.4 0.3 -1.0
C 0.39615 0.05598 0.29831 0.3 0.7 3.2
S -0.17666 1.76384 -0.10608 1.1 -0.3 -0.4
Br 2.20980 -0.64905 -0.13642 -0.9 0.7 -0.3
H -0.78867 -0.60288 -1.31429 -0.3 -0.6 1.5
H -0.78076 -1.78097 0.13697 0.3 -0.4 -0.2
H -1.63680 -0.24848 0.30139 0.6 -0.6 -0.8
H 0.47098 0.10747 1.44912 -0.2 -0.5 -1.9
H 1.05008 2.10430 -0.44641 0.5 0.8 -0.2
```
Forces are in eV/Å.

- LUMO energy (eV) = 0.543
- E_HOMO (eV) = -9.5
- SMILES string = C[C@H](S)Br
- HOMO-LUMO gap (eV) = 10.0
- energy above the lowest of the compared OMol25 structures with the same formula, charge and spin (kcal per mole) = 7.2
- DFT total energy (eV) = -83032.100



Density functional theory data (wB97M-V/def2-TZVPD) for C2H5BrSe as an isolated structure at a distorted geometry.

XYZ file:
```
9
Properties=species:S:1:pos:R:3:forces:R:3
C -0.94973 1.26356 0.15046 3.3 1.4 2.8
C -1.36295 -0.25156 -1.60054 0.0 -1.9 -3.4
Se 0.56249 0.37900 1.11245 -0.9 1.7 -0.7
Br -0.18261 -1.73621 -1.16469 -1.3 0.3 -1.2
H -0.73880 2.29286 -0.18140 -0.2 -0.6 0.0
H -1.73428 1.09906 0.83716 -1.3 0.0 0.3
H -1.06040 0.31955 -2.52756 0.1 -0.6 1.4
H -2.44360 -0.44281 -1.62004 0.5 -0.3 0.6
H 1.66085 0.77977 0.20375 -0.3 0.0 0.2
```
Forces are in eV/Å.

- LUMO energy (alpha / beta) (eV) = 0.563 / -2.007
- E_HOMO (alpha / beta) (eV) = -6.4 / -8.6
- ⟨S²⟩ = 2.01
- spin multiplicity = 3
- HOMO-LUMO gap (alpha / beta) (eV) = 6.9 / 6.6
- energy above the lowest of the compared OMol25 structures with the same formula, charge and spin (kcal per mole) = 20.2
- DFT total energy (eV) = -137537.754